1.
140
Properties=species:S:1:pos:R:3:forces:R:3 method="wB97M-V/def2-TZVPD" charge=0 gap_ev=7.88
C 2.42965 1.76006 0.67588 -0.5 0.0 -0.6
C 1.55776 2.99332 0.45216 0.5 0.0 -0.5
N 2.22585 4.24566 0.79694 -0.5 0.5 0.3
C 1.45521 5.37796 0.29143 0.0 0.5 -0.1
C 2.17436 6.71400 0.49486 -0.2 -0.1 0.0
C 2.40466 4.32967 2.24610 -0.2 -1.2 1.0
C 3.86637 4.25649 2.65573 0.7 0.7 -0.6
H 2.90420 1.70531 1.65075 0.0 0.0 0.1
H 3.16439 1.71529 -0.12970 0.3 0.1 0.3
H 1.80602 0.87453 0.51756 0.0 0.0 0.3
H 1.37297 3.02728 -0.62246 -0.2 0.0 0.1
H 0.56922 2.92510 0.93768 0.1 -0.1 0.1
H 1.28101 5.24734 -0.78011 0.0 -0.2 0.1
H 0.45481 5.43047 0.76769 0.1 -0.1 0.0
H 2.38942 6.86045 1.55412 0.2 0.1 -0.1
H 3.08528 6.76381 -0.10115 0.1 -0.1 0.2
H 1.55295 7.55654 0.18411 -0.1 -0.1 0.0
H 1.86786 3.48564 2.71500 0.2 -0.1 -0.2
H 1.90004 5.16369 2.74647 0.1 0.4 -0.5
H 4.31038 5.25609 2.56761 0.0 0.0 0.2
H 4.43441 3.67954 1.92478 -0.2 -0.3 0.1
H 4.08039 3.86075 3.64795 -0.3 0.1 0.1
C -0.41213 0.07390 8.45538 -0.5 0.8 0.4
C -0.64595 -1.22709 7.71092 0.9 0.2 -0.1
N -1.16049 -0.97441 6.37163 -0.1 -0.3 -0.1
C -2.20141 -1.92642 5.98740 0.4 0.4 -0.3
C -3.54827 -1.63006 6.61578 -0.1 -0.6 -0.5
C -0.07958 -0.92028 5.36120 -1.1 0.3 0.7
C -0.44467 0.06624 4.27269 -0.4 0.4 -0.9
H 0.09490 0.82433 7.84167 0.1 -0.3 -0.2
H 0.17348 -0.01452 9.37342 0.0 -0.3 0.0
H -1.36132 0.55223 8.72339 0.0 -0.2 0.0
H 0.34152 -1.71433 7.64517 -0.2 -0.4 0.0
H -1.31005 -1.90096 8.24942 0.0 0.1 0.1
H -2.27720 -1.86039 4.89611 -0.2 0.0 0.0
H -1.89658 -2.96732 6.20557 0.0 0.1 0.0
H -3.98603 -0.70945 6.23622 0.2 0.2 0.2
H -4.21416 -2.44054 6.29611 -0.1 0.1 0.3
H -3.48673 -1.63245 7.70164 -0.1 0.1 0.1
H 0.06265 -1.92767 4.95362 0.5 0.0 0.1
H 0.78571 -0.55500 5.90835 0.4 -0.3 -0.3
H -1.52967 0.19624 4.18134 0.0 -0.1 0.4
H -0.14346 -0.23389 3.26436 0.4 -0.1 0.2
H -0.03115 1.05650 4.46775 0.0 0.0 0.0
C 2.45002 5.76021 -6.03252 0.4 0.3 -0.6
C 2.72326 4.36261 -6.57299 -0.8 0.5 -0.2
N 3.15629 3.44073 -5.53101 0.0 -0.5 -0.8
C 3.98747 2.40297 -6.13845 1.2 0.2 0.2
C 5.39542 2.90820 -6.47380 -0.1 -0.1 -0.5
C 1.97588 2.82348 -4.94886 -0.4 -0.7 0.4
C 2.24484 2.09019 -3.62976 0.2 1.0 -0.4
H 3.38002 6.19752 -5.66557 -0.1 -0.1 0.3
H 1.67834 5.78503 -5.26554 0.1 -0.1 0.2
H 2.12558 6.42527 -6.84070 -0.1 -0.1 0.0
H 1.79763 3.99024 -7.05671 0.1 -0.1 0.1
H 3.42338 4.41474 -7.40606 0.4 0.0 0.3
H 4.16121 1.60667 -5.41545 -0.4 -0.1 0.0
H 3.54884 1.97431 -7.05626 -0.3 0.0 0.2
H 5.84500 3.38962 -5.60816 0.0 0.0 0.0
H 6.02465 2.07344 -6.79575 0.0 -0.1 0.3
H 5.42127 3.58443 -7.33335 -0.1 0.2 0.2
H 1.51816 2.09836 -5.65437 0.1 0.2 -0.1
H 1.21875 3.59890 -4.80315 0.1 0.0 0.1
H 3.12127 1.45189 -3.68630 -0.1 -0.2 0.0
H 1.37500 1.49344 -3.36692 0.0 0.0 0.3
H 2.46383 2.86426 -2.89061 -0.2 -0.3 0.3
C -1.92662 2.71252 -3.93855 0.3 0.4 -0.1
C -1.49423 2.94542 -2.56650 0.0 -0.4 -0.7
N -1.04255 3.03221 -1.52057 -0.1 0.3 0.7
H -1.09034 2.27471 -4.47651 0.0 -0.1 0.0
H -2.15870 3.67162 -4.40049 -0.3 -0.1 0.0
H -2.75902 2.01570 -3.98667 -0.1 0.1 0.0
C -3.02649 3.22416 2.81417 0.1 0.6 -0.3
C -4.04491 2.45279 3.50767 0.8 0.3 -0.2
N -4.81965 1.83671 4.07495 -0.6 -0.5 0.4
H -2.55621 3.95749 3.46887 -0.1 -0.2 0.2
H -3.48246 3.79477 2.00414 0.0 -0.1 -0.1
H -2.24506 2.59321 2.40084 0.0 -0.1 0.0
C -2.45253 -4.02656 1.90403 0.6 -0.3 0.0
C -1.75544 -5.24074 2.33268 -0.3 0.4 0.1
N -1.22393 -6.20374 2.64999 0.2 -0.3 0.1
H -1.83502 -3.57035 1.12967 -0.3 0.1 -0.1
H -2.53834 -3.31223 2.72035 -0.1 -0.1 0.1
H -3.43167 -4.30437 1.52574 -0.1 0.2 -0.1
C -0.08230 -1.53270 -6.89006 -0.5 -0.5 -0.2
C -0.39227 -0.72566 -5.72475 0.3 -0.5 -0.9
N -0.59732 -0.05448 -4.82857 -0.3 0.5 0.9
H -0.65251 -1.19834 -7.75662 0.2 0.3 0.0
H -0.42896 -2.55692 -6.73881 0.3 0.0 0.2
H 0.98608 -1.50955 -7.07891 0.0 0.0 -0.1
C -1.35686 -0.33943 -1.60397 0.6 0.3 0.1
S -1.41240 -1.14806 -0.00398 -1.5 -0.5 0.0
O -0.06393 -1.44655 0.52450 0.8 0.3 0.1
C -2.10977 0.22747 0.90630 0.6 1.0 -0.6
H -1.14655 -1.10446 -2.34486 -0.2 0.1 -0.2
H -0.58271 0.42851 -1.64460 0.2 -0.1 0.2
H -2.30065 0.17869 -1.76542 -0.2 -0.4 -0.1
H -3.15513 0.31853 0.61480 -0.2 -0.3 0.4
H -1.62766 1.16312 0.59537 0.2 -0.1 -0.1
H -1.89285 0.10432 1.96305 -0.5 -0.3 0.0
C -2.22088 -4.40000 -3.14620 -0.2 0.3 -0.3
S -0.62011 -5.14057 -3.49220 0.6 0.0 0.1
O 0.23125 -4.93567 -2.29220 -0.1 0.2 0.1
C -1.01728 -6.86777 -3.48623 -0.4 -1.1 -1.3
H -2.27913 -3.42723 -3.63930 0.3 0.0 0.1
H -2.27966 -4.23128 -2.07162 -0.3 -0.4 0.0
H -3.00712 -5.00085 -3.60392 -0.1 -0.1 0.4
H -0.11063 -7.41365 -3.75898 0.3 0.3 0.5
H -1.63575 -7.09700 -4.36839 -0.3 0.3 0.3
H -1.45713 -7.30926 -2.59565 0.0 0.4 0.2
C 1.77650 -2.25605 -1.93247 -0.9 -0.3 -0.1
S 3.51463 -1.95225 -1.68534 -0.3 0.4 0.2
O 3.77012 -0.56650 -2.18712 0.1 -0.1 -0.2
C 3.41010 -1.81602 0.08875 0.1 0.2 0.7
H 1.15939 -1.45121 -1.53997 0.4 0.4 -0.1
H 1.39633 -3.13734 -1.41472 0.5 -0.2 0.0
H 1.56555 -2.41008 -2.99115 0.2 0.1 -0.1
H 3.12817 -2.75684 0.55588 0.1 -0.1 -0.1
H 2.70573 -1.04538 0.41072 -0.1 -0.1 -0.4
H 4.38984 -1.52245 0.46617 0.1 -0.2 -0.1
C -6.57737 -2.52912 1.65562 0.0 -0.4 0.2
S -6.23605 -1.90156 0.01630 -0.3 0.7 0.3
O -4.76663 -1.66020 0.04037 0.2 -0.2 -0.4
C -6.59844 -3.39764 -0.88626 0.3 -0.3 -0.6
H -6.40809 -1.72897 2.37110 0.1 0.1 -0.1
H -5.85667 -3.32962 1.83441 0.0 0.0 0.1
H -7.59381 -2.90540 1.77222 0.0 0.1 -0.2
H -5.83282 -4.15449 -0.69907 -0.2 -0.1 0.4
H -6.56441 -3.20822 -1.96094 0.0 0.3 0.1
H -7.61759 -3.70680 -0.65880 0.1 -0.2 0.2
C 2.19773 -5.62594 3.33610 1.0 0.0 0.9
S 2.60803 -3.88601 3.58409 -0.6 -0.2 -0.7
O 3.76648 -3.66887 2.67495 0.4 0.1 0.2
C 1.22595 -3.22474 2.64541 -0.3 0.4 0.5
H 3.12688 -6.09361 3.67973 -0.1 -0.2 -0.2
H 2.07388 -5.80992 2.27506 -0.3 -0.1 0.0
H 1.42299 -6.00073 3.99967 -0.4 0.2 -0.3
H 1.08567 -3.78105 1.72279 0.1 0.0 -0.1
H 1.45728 -2.18395 2.42808 0.1 0.0 -0.1
H 0.31328 -3.22375 3.24551 0.0 -0.2 0.0

---

2.
163
Properties=species:S:1:pos:R:3:forces:R:3 method="wB97M-V/def2-TZVPD" charge=-1 gap_ev=10.45
As 1.38437 -0.42582 0.99396 0.1 0.4 -1.4
F 0.50641 -0.91153 2.30709 -1.4 -0.6 2.7
F 0.56757 1.06679 0.91863 -0.8 1.4 0.4
F 2.20835 0.04068 -0.40943 1.0 0.2 -1.4
F 2.22375 -1.89566 1.02547 0.8 -1.4 -0.2
F 0.10814 -1.07938 0.02678 -0.5 -0.7 -0.9
F 2.59926 0.28411 1.96907 0.3 0.4 0.6
C 1.22254 3.10846 -1.54742 1.4 -1.2 0.0
C 1.59848 2.12434 -2.69380 0.4 0.9 1.8
O 0.88313 2.62441 -3.77398 -0.4 0.8 -1.1
P 1.15933 2.17581 -5.24681 0.6 0.5 0.1
O 2.56763 2.25413 -5.72577 -1.7 -0.4 0.3
O 0.46225 0.73829 -5.13949 0.1 0.0 -0.9
C 0.87266 -0.25549 -6.09711 -0.2 -1.0 0.2
C 1.56889 -1.34173 -5.26436 0.1 -1.0 -0.8
O 0.15991 3.12068 -6.00880 -1.7 0.1 -0.3
C -1.34606 2.94872 -5.83110 0.8 0.4 -0.7
C -1.86568 2.21584 -7.03457 -1.9 -1.8 0.9
H 1.54420 2.65829 -0.62152 -0.1 -0.2 0.5
H 1.76098 4.04568 -1.60592 0.1 0.3 -0.5
H 0.16776 3.31016 -1.50775 -0.5 -0.1 -0.1
H 2.68567 2.11371 -2.88707 -0.4 0.2 0.0
H 1.30256 1.10092 -2.49584 -0.2 -0.2 0.3
H -0.04182 -0.68914 -6.62898 1.2 0.9 0.6
H 1.59151 0.22826 -6.77731 -0.4 -0.5 -0.1
H 2.24163 -0.87083 -4.56470 0.3 0.2 0.2
H 0.84267 -1.93514 -4.67342 0.4 0.3 -0.4
H 2.20245 -2.03693 -5.89076 -0.8 0.6 0.5
H -1.55416 2.41203 -4.93127 0.2 -0.5 0.6
H -1.83396 3.92998 -5.73389 0.8 -0.1 -0.1
H -2.96644 1.88884 -6.91399 1.5 0.8 0.2
H -1.81372 2.77516 -7.92907 0.3 0.7 -1.0
H -1.36004 1.25271 -7.15027 0.2 0.2 -0.1
C -3.43558 -8.93738 -1.36085 0.1 0.3 0.6
C -2.43773 -8.05572 -0.61425 0.3 -0.8 -1.0
O -1.47940 -7.49293 -1.52259 0.6 0.1 -0.6
P -1.78621 -6.12348 -2.29135 -0.2 -0.6 -1.4
O -3.20317 -5.75420 -2.28582 0.2 0.1 0.1
O -0.75378 -5.12798 -1.61634 -0.3 -0.1 -1.2
C -1.19716 -4.54462 -0.38607 0.5 0.5 1.1
C 0.06518 -4.37529 0.47361 -0.7 -0.4 0.6
O -1.23340 -6.35961 -3.82199 -1.5 0.7 2.3
C 0.11433 -6.69503 -3.93618 2.6 0.4 2.6
C 1.00499 -5.48531 -4.19657 -0.6 0.7 0.9
H -3.81337 -9.61463 -0.59567 -0.5 -0.1 -0.2
H -4.22295 -8.38029 -1.87510 0.1 0.0 0.3
H -2.92080 -9.52931 -2.10278 0.3 -0.2 -0.2
H -2.87758 -7.21546 -0.13934 -0.8 0.4 0.8
H -1.87447 -8.67962 0.10018 -0.1 0.5 -0.3
H -1.68155 -3.54933 -0.59079 0.3 -1.1 0.2
H -1.88691 -5.26428 0.09060 0.0 0.7 0.0
H 0.78004 -3.78395 -0.09420 0.3 -0.3 0.1
H -0.17031 -3.77446 1.37143 0.1 -0.3 -0.3
H 0.44220 -5.38833 0.81289 -0.2 1.2 -0.6
H 0.51926 -7.12063 -2.94458 -0.7 0.3 -1.3
H 0.19959 -7.46564 -4.64465 0.2 -0.9 -1.2
H 2.05039 -5.70101 -4.23259 0.7 -0.6 -0.1
H 0.76045 -4.94766 -5.07705 -0.4 0.3 -1.2
H 0.89562 -4.73634 -3.39177 -0.1 -0.5 -0.1
C -4.83599 -2.24566 1.11374 0.9 -0.3 0.1
C -3.85692 -1.12833 0.84618 -1.1 0.9 -0.4
O -3.95771 -0.13398 1.88529 -0.1 0.0 0.2
P -4.93348 1.09536 1.70911 0.3 0.6 0.8
O -6.16570 0.88584 0.94128 0.3 0.0 -0.1
O -5.16342 1.42595 3.25924 0.4 0.3 -1.0
C -5.83435 0.50847 4.14981 2.0 0.5 0.1
C -5.30592 0.92983 5.53388 -1.0 -0.4 -0.9
O -4.01789 2.29541 1.17066 -0.9 -0.9 0.2
C -2.63536 2.42400 1.55951 0.0 1.3 0.4
C -2.35266 3.94530 1.64667 1.3 -0.9 0.5
H -5.85792 -1.89664 1.19299 -0.1 0.3 0.6
H -4.87505 -2.88189 0.24677 0.3 -0.6 -0.4
H -4.42493 -2.82272 1.96038 -0.8 0.1 -0.1
H -2.82500 -1.43010 0.92559 0.3 -0.3 -0.6
H -4.14042 -0.61793 -0.09520 0.7 -0.5 0.1
H -6.85324 0.69031 3.99995 -1.7 0.2 0.2
H -5.64954 -0.54744 3.88007 0.3 0.5 0.2
H -5.63491 1.96265 5.73561 0.0 -0.5 0.1
H -5.72524 0.20614 6.23403 0.3 0.3 0.5
H -4.22106 0.92750 5.51579 0.1 -0.3 0.1
H -2.48479 1.94146 2.54209 0.1 0.2 -0.5
H -1.98633 1.97536 0.81366 -0.1 -0.4 0.0
H -3.07059 4.40141 2.31511 0.0 0.2 0.2
H -1.31237 4.07111 2.01294 -0.6 -0.1 0.4
H -2.29198 4.49759 0.71552 -0.6 -0.3 -0.4
C 6.41587 -3.65362 -0.07189 -0.9 -0.3 -0.2
C 5.95142 -2.22061 -0.08876 2.4 0.7 0.0
O 6.24117 -1.66691 1.20728 -0.3 -0.3 0.4
P 6.57390 -0.14343 1.43339 1.2 -0.4 0.1
O 7.90264 0.30285 1.02850 0.3 0.2 -0.3
O 5.37740 0.52592 0.70989 -0.7 0.1 -0.3
C 5.24122 1.91231 0.41581 -0.5 0.6 0.1
C 4.75237 2.68071 1.65712 -0.2 -1.0 0.7
O 6.37658 0.01096 2.98416 0.7 -0.1 0.1
C 5.12465 -0.45753 3.48284 -1.0 -0.4 -1.9
C 5.09455 -0.33981 4.94632 0.5 -1.1 0.7
H 6.35260 -4.02618 -1.08653 0.3 -0.1 -0.4
H 7.44295 -3.73516 0.29216 -0.3 0.0 0.1
H 5.69804 -4.27854 0.46488 0.4 0.0 0.4
H 6.64238 -1.68104 -0.77818 -0.9 -0.2 0.0
H 4.91877 -2.05378 -0.31205 -0.6 0.0 -0.3
H 6.19049 2.31982 0.04294 -0.2 -0.2 0.0
H 4.46236 1.89102 -0.36915 0.5 0.5 0.3
H 4.71328 3.76068 1.52265 -0.1 -0.1 -0.3
H 3.76164 2.26922 1.95176 0.5 0.6 -0.3
H 5.40659 2.49441 2.54309 -0.1 0.1 -0.8
H 4.38995 0.16762 2.96085 -0.2 -0.3 0.6
H 4.95720 -1.51274 3.09312 0.2 1.1 0.8
H 5.96871 -0.91524 5.35165 -0.9 0.5 0.0
H 5.07766 0.67162 5.31191 0.2 0.5 0.1
H 4.15184 -0.78565 5.23950 -0.1 -0.3 0.5
C 0.09004 1.30601 4.33151 -1.0 0.0 0.2
C 1.18044 0.85748 5.26787 0.8 1.8 1.0
O 2.34100 1.75262 5.16519 0.8 -1.1 -0.3
P 2.44725 3.23337 5.59213 -1.2 -0.3 -0.2
O 1.37395 3.68939 6.45513 -1.0 0.5 0.6
O 3.81904 3.45481 6.27775 2.2 -0.3 -0.4
C 5.07589 3.64209 5.47247 -1.7 1.2 0.8
C 6.18318 3.79515 6.50697 0.7 0.2 -1.4
O 2.55029 3.96049 4.18510 0.3 -1.1 -0.2
C 2.29072 5.33681 4.16129 -0.2 0.4 0.5
C 2.40775 5.80056 2.76255 1.2 0.6 -1.5
H -0.54407 2.09892 4.77209 0.4 -0.4 0.2
H 0.37945 1.72670 3.36527 0.5 -0.6 0.1
H -0.52485 0.41849 4.18689 -0.3 0.1 -0.4
H 0.86116 0.93494 6.32451 -0.1 -0.1 -0.5
H 1.63866 -0.11141 5.15038 -0.3 -0.3 -0.6
H 5.20762 2.83684 4.73858 0.0 0.1 0.5
H 4.82961 4.58168 4.91507 0.8 -0.7 0.3
H 5.92645 4.45342 7.32367 -0.5 0.1 0.1
H 6.44798 2.81271 6.91500 0.2 0.3 -0.2
H 7.03453 4.31529 5.98560 -0.4 -0.9 0.5
H 1.27041 5.47826 4.51489 0.0 0.3 0.2
H 2.99317 5.82205 4.84775 -0.2 0.4 -0.1
H 1.74499 5.25319 2.10819 -0.6 -0.1 0.0
H 2.20251 6.87518 2.68477 0.0 -0.2 0.0
H 3.40660 5.61461 2.28580 -0.6 0.2 0.8
C -3.76537 4.27059 -2.02096 0.9 0.9 -0.9
C -2.85814 3.09082 -1.85660 0.2 0.7 -0.9
O -3.59672 1.89000 -1.79060 0.0 -0.7 -0.5
P -3.83249 1.12906 -3.17881 0.5 -1.9 0.5
O -4.45987 1.90575 -4.25767 0.5 -0.1 0.3
O -2.40067 0.50784 -3.61543 -2.0 0.9 -0.4
C -1.65281 -0.48322 -2.90289 0.3 0.5 0.4
C -1.85972 -1.87825 -3.41940 -0.7 -0.1 2.0
O -4.67997 -0.12576 -2.58510 0.7 1.5 -1.1
C -5.99863 0.27046 -2.09841 -0.5 -0.9 0.1
C -7.06315 0.28602 -3.20588 -0.3 -0.9 0.6
H -3.16965 5.20825 -2.01326 -0.3 -0.5 0.0
H -4.28452 4.21381 -2.96627 -0.3 0.0 -0.2
H -4.45693 4.30657 -1.21991 -0.8 0.0 0.8
H -2.10094 3.03280 -2.64751 -0.1 0.0 -0.1
H -2.32867 3.21422 -0.95462 0.7 -0.3 1.2
H -0.62697 -0.19711 -3.06672 0.4 0.2 0.1
H -1.87550 -0.35437 -1.84084 0.1 -0.4 0.0
H -1.32624 -2.52469 -2.71148 0.1 -0.1 -0.2
H -2.91851 -2.12864 -3.27327 0.2 -0.2 -0.7
H -1.44274 -2.05661 -4.38604 -0.2 0.0 -0.8
H -6.13308 -0.47851 -1.30959 -0.6 0.3 -0.3
H -5.96805 1.23463 -1.59813 0.2 0.1 0.0
H -7.19906 -0.68132 -3.71377 0.6 0.3 0.0
H -8.06428 0.44003 -2.78525 0.3 0.4 0.3
H -6.85250 1.07826 -3.90672 0.1 0.1 -0.3

---

| no. | E_tot (Eh) |
| --- | --- |
| 1 | -4174.02641 |
| 2 | -8115.40917 |